21
Properties=species:S:1:pos:R:3:forces:R:3:nbo_charge:R:1 method="wB97M-V/def2-TZVPD" e_tot_ev=-22253.688 charge=+1 e_homo_ev=-12.828 multiplicity=1 gap_ha=0.328
C -1.642 0.418 -0.622 1.8 0.2 -2.0 0.36
C 0.973 -0.568 -0.137 1.4 2.0 0.3 -0.51
C 0.494 -0.476 1.429 1.3 0.9 0.8 0.08
C -0.711 -0.586 2.085 1.6 -0.2 -3.4 -0.40
C 0.842 0.347 -1.558 -2.3 -1.8 6.0 0.30
C 1.688 -0.078 2.269 0.4 1.2 0.8 -0.67
N -0.576 0.649 -1.494 -1.5 -0.2 2.8 -0.58
N -2.809 0.819 -1.096 -1.9 0.5 -1.5 -0.73
O 1.127 -0.332 -2.655 0.7 -1.0 -1.3 -0.66
S -1.993 -0.561 0.798 -0.4 -0.4 1.0 0.35
H 2.070 -0.500 -0.183 -0.3 -0.8 1.0 0.24
H 0.659 -1.515 -0.415 -0.5 -2.1 -0.8 0.21
H -0.947 -0.785 3.178 0.2 0.6 -1.8 0.30
H 1.483 1.180 -1.441 0.3 1.1 -0.2 0.20
H 1.679 1.022 2.157 0.2 -0.1 -0.1 0.24
H 1.536 -0.147 3.379 0.2 -0.6 -1.0 0.24
H 2.723 -0.345 1.936 -1.2 -0.4 0.4 0.24
H -0.792 1.019 -2.354 -1.6 1.3 -2.2 0.40
H -2.972 1.141 -2.077 0.7 -0.4 1.2 0.42
H -3.692 0.554 -0.642 0.8 0.3 0.1 0.44
H 0.861 -1.256 -2.556 0.0 0.0 -0.2 0.49

20
Properties=species:S:1:pos:R:3:forces:R:3:nbo_charge:R:1 method="wB97M-V/def2-TZVPD" e_tot_ev=-20206.450 charge=+1 e_homo_ev="-12.829 / -12.829" multiplicity=1 gap_ha="0.312 / 0.312"
C -2.541 0.384 -1.292 1.9 -1.9 0.8 -0.06
C 0.354 -1.108 0.081 -2.5 1.1 -1.2 0.38
C -2.156 1.755 -1.044 0.3 0.7 0.3 -0.56
C -0.913 1.858 -0.125 0.0 0.1 -0.1 -0.41
C 0.358 1.199 -0.706 -0.4 0.3 -0.2 -0.23
C 1.943 -2.424 1.443 0.3 -0.1 0.3 -0.43
N 0.888 0.083 0.080 1.0 0.0 0.5 -0.59
N 0.742 -2.200 0.653 0.2 -0.4 0.2 -0.56
S -1.768 -0.957 -0.967 -0.7 0.0 -0.3 0.48
H -1.974 2.240 -2.011 -0.1 0.0 -0.1 0.28
H -2.997 2.293 -0.597 0.0 0.0 -0.1 0.29
H -0.725 2.914 0.071 0.0 0.0 0.1 0.24
H -1.159 1.383 0.827 0.0 0.1 0.0 0.22
H 0.157 0.838 -1.717 0.2 0.1 0.0 0.22
H 1.155 1.939 -0.775 0.0 -0.1 0.0 0.24
H 1.669 -2.631 2.478 0.1 0.1 0.0 0.23
H 2.595 -1.556 1.412 0.0 0.0 0.0 0.21
H 2.483 -3.284 1.047 0.0 0.1 0.0 0.23
H 1.740 0.291 0.594 -0.1 -0.1 -0.1 0.40
H 0.150 -3.015 0.546 0.0 0.2 -0.1 0.42

20
Properties=species:S:1:pos:R:3:forces:R:3:nbo_charge:R:1 method="wB97M-V/def2-TZVPD" e_tot_ev=-10862.162 e_homo_ev=-8.510 multiplicity=1 gap_ha=0.339
C -1.042 1.504 -1.597 -1.7 6.8 -6.1 -0.41
C -0.541 0.943 0.435 -0.3 -5.4 3.2 -0.18
C 0.157 -0.366 0.991 -1.0 3.5 1.6 0.06
C 0.086 -0.730 2.465 -1.6 -1.2 0.0 -0.30
C 1.281 -0.672 -0.023 1.4 -2.2 4.1 -0.48
C 0.473 -0.270 -1.300 8.6 -8.4 -1.8 0.46
H -0.010 2.285 -2.011 -3.6 -1.3 0.7 0.19
H -1.908 2.308 -0.798 3.0 -2.9 -2.8 0.24
H -1.690 1.255 -2.733 2.1 0.2 3.8 0.26
H -1.636 0.939 0.891 2.1 -0.1 -1.7 0.23
H -0.083 1.835 0.599 1.4 2.7 1.1 0.19
H -0.510 -0.346 3.582 1.8 -0.8 -4.3 0.25
H 0.957 -1.364 2.605 -0.3 -0.2 0.9 0.19
H -0.497 -2.165 0.871 0.8 -2.6 -0.2 0.34
H 2.303 -0.163 0.338 -2.4 -0.4 -1.5 0.25
H 1.580 -1.831 0.279 -0.9 2.5 -1.8 0.21
H 1.509 -1.605 -2.473 -2.6 2.8 0.6 0.35
N -0.285 0.600 -0.921 -8.4 5.6 2.3 -0.49
N -0.849 -1.349 1.254 0.5 2.6 2.5 -0.60
N 0.704 -0.808 -2.456 1.2 -1.2 -0.4 -0.76

Look up the multiplicity of the third one. 1